[1]
Entry from the Open Molecules 2025 dataset: a molecular structure, C18H15BrGaI2N3O (ωB97M-V/def2-TZVPD).

As for the total energy: -164030.8383 eV. As for the HOMO energy (alpha / beta): -13.0 / -13.0 eV. The charge is +2. Its energy above the lowest of the compared OMol25 structures with the same formula, charge and spin is 36.9 kJ/mol.

Each line ends with the Löwdin charge.
Element x y z (Å)
Ga: -0.244 1.117 0.842  0.933
I: -0.496 -5.902 0.358  0.910
C: -0.735 -3.942 1.126  -0.717
C: -1.995 -3.490 1.452  -0.234
C: -2.110 -2.269 2.145  -0.656
I: -3.914 -2.113 3.173  0.986
C: -1.082 -1.331 2.100  -0.429
O: -1.314 -0.042 2.219  -0.134
C: 0.239 -1.847 1.790  -0.166
C: 1.448 -1.031 2.222  -0.108
N: 1.546 0.272 1.545  -0.057
C: 2.605 0.343 0.424  -0.048
C: 2.350 1.647 -0.210  -0.216
C: 3.351 2.462 -0.748  0.053
C: 3.051 3.748 -1.254  0.017
C: 1.755 4.213 -1.212  0.005
C: 0.778 3.309 -0.741  -0.061
N: 1.109 2.191 -0.091  0.014
C: 0.381 -3.122 1.273  -0.121
H: -2.835 -4.166 1.200  0.096
H: 2.390 -1.546 1.888  0.143
H: 1.524 -0.922 3.309  0.154
H: 1.894 0.867 2.266  0.134
H: 2.488 -0.531 -0.189  0.142
H: 3.655 0.388 0.732  0.154
H: 4.315 2.087 -0.864  0.116
H: 3.846 4.321 -1.815  0.161
H: 1.417 5.176 -1.713  0.161
H: -0.267 3.612 -0.774  0.135
H: 1.396 -3.575 1.071  0.124
Br: -4.360 -0.823 -4.061  0.897
C: -3.124 -0.221 -2.776  -0.634
C: -3.586 0.186 -1.517  -0.045
C: -2.660 0.451 -0.546  -0.094
N: -1.334 0.423 -0.757  0.000
C: -0.914 0.050 -1.991  -0.074
C: -1.771 -0.212 -3.009  -0.077
H: -4.676 0.211 -1.273  0.149
H: -2.950 0.666 0.459  0.114
H: 0.187 -0.051 -2.135  0.145
H: -1.354 -0.604 -3.920  0.128

[2]
Entry from the Open Molecules 2025 dataset: a molecular structure, C8H22AlN2O2 (ωB97M-V/def2-TZVPD).

As for the total energy: -22286.7936 eV. As for the HOMO energy: -17.8 eV. The charge is +3. Its energy above the lowest of the compared OMol25 structures with the same formula, charge and spin is 416.8 kJ/mol.

Each line ends with the Löwdin charge.
Element x y z (Å)
Al: -0.264 0.118 1.755  0.972
C: -3.474 -4.506 -1.886  -0.014
C: -3.182 -3.204 -1.213  -0.367
C: -4.430 -2.610 -0.502  -0.152
O: -4.116 -1.516 0.351  -0.063
C: -5.386 -0.867 0.793  0.020
N: -2.119 -3.470 -0.196  0.200
H: -2.544 -4.964 -2.222  0.109
H: -3.960 -4.267 -2.831  0.123
H: -4.067 -5.170 -1.257  0.115
H: -2.858 -2.546 -2.018  0.156
H: -4.898 -3.382 0.108  0.159
H: -5.255 -2.444 -1.195  0.159
H: -5.099 0.065 1.282  0.104
H: -6.001 -1.404 1.515  0.123
H: -6.155 -0.730 0.033  0.119
H: -2.503 -4.210 0.373  0.118
H: -1.461 -3.959 -0.786  0.107
C: 3.928 4.284 -1.172  -0.013
C: 3.525 3.051 -0.391  -0.373
C: 4.438 2.694 0.782  -0.091
O: 3.926 1.654 1.653  -0.084
C: 4.817 1.238 2.693  0.002
N: 2.069 3.224 -0.148  0.175
H: 4.924 4.059 -1.553  0.120
H: 4.071 5.158 -0.535  0.111
H: 3.295 4.501 -2.033  0.112
H: 3.475 2.326 -1.203  0.151
H: 4.612 3.595 1.370  0.157
H: 5.423 2.314 0.510  0.158
H: 4.535 0.373 3.294  0.119
H: 5.252 2.066 3.253  0.129
H: 5.681 0.910 2.116  0.125
H: 2.027 4.113 0.330  0.111
H: 1.775 3.507 -1.072  0.103

[3]
Entry from the Open Molecules 2025 dataset: a molecular structure, C3H10N2 (ωB97M-V/def2-TZVPD).

As for the total energy: -6250.1298 eV. As for the HOMO energy: -8.5 eV. The charge is 0. Its energy above the lowest of the compared OMol25 structures with the same formula, charge and spin is 318.3 kJ/mol.

Each line ends with the Löwdin charge.
Element x y z (Å)
C: 1.822 -0.291 -0.428  -0.118
C: -1.881 0.718 -0.303  -0.140
C: 0.741 0.620 0.161  -0.131
N: -1.006 -1.418 0.104  -0.021
N: -0.773 -0.211 -0.480  -0.238
H: 1.652 -1.181 0.210  0.079
H: 1.634 -0.215 -1.456  0.055
H: 2.694 0.216 -0.213  0.035
H: -2.727 0.397 -0.742  0.023
H: -2.072 1.002 0.750  0.079
H: -1.560 1.670 -0.828  0.089
H: 0.825 0.814 1.296  0.112
H: 0.517 1.555 -0.303  0.052
H: -0.730 -2.198 -0.357  0.031
H: -0.864 -1.472 1.115  0.091

[4]
Entry from the Open Molecules 2025 dataset: a molecular structure, C2H4BrClIN (ωB97M-V/def2-TZVPD).

As for the total energy: -94292.7587 eV. As for the HOMO energy: -9.2 eV. The charge is 0. Its energy above the lowest of the compared OMol25 structures with the same formula, charge and spin is 63.6 kJ/mol.

Each line ends with the Löwdin charge.
Element x y z (Å)
C: 0.228 0.260 0.783  -0.277
C: 0.111 -1.727 -0.702  -1.056
N: 0.817 -0.760 -0.031  -0.785
Cl: -1.032 -0.877 -2.216  0.224
Br: -1.140 -2.638 0.367  0.719
I: 2.793 -0.409 -0.262  0.920
H: 0.622 1.290 0.778  0.060
H: -0.870 0.223 0.489  0.072
H: 0.358 -0.089 1.910  0.115
H: 0.601 -2.308 -1.431  0.008

[5]
Entry from the Open Molecules 2025 dataset: 4 unconnected molecules or ions with the total composition C2H11NO4 (ωB97M-V/def2-TZVPD).

As for the total energy: -11931.9728 eV. As for the HOMO energy: -9.1 eV. The charge is 0. Its energy above the lowest of the compared OMol25 structures with the same formula, charge and spin is 172.2 kJ/mol.

Each line ends with the Löwdin charge.
Element x y z (Å)
O: -1.113 -1.421 -2.746  0.051
C: -0.511 -1.830 -1.794  -0.280
C: -0.172 -0.949 -0.620  -0.228
N: -0.499 -1.749 0.582  0.013
H: -0.188 -2.879 -1.758  0.116
H: 0.887 -0.694 -0.620  0.109
H: -0.807 -0.089 -0.820  0.109
H: 0.281 -2.160 1.067  0.066
H: -1.089 -1.165 1.147  0.054
H: -1.328 2.709 1.555  0.055
H: -0.876 1.689 0.545  0.041
O: -1.197 1.769 1.463  -0.048
H: 2.396 2.588 -0.317  0.045
H: 1.684 1.438 0.382  -0.032
O: 1.620 2.019 -0.364  -0.055
H: 0.460 1.335 2.266  0.002
H: 1.348 0.402 3.047  0.030
O: 1.285 0.843 2.223  -0.048

[6]
Entry from the Open Molecules 2025 dataset: a molecular structure, CHCl5O2SSi (ωB97M-V/def2-TZVPD).

As for the total energy: -86474.7190 eV. As for the HOMO energy: -11.0 eV. The charge is 0. Its energy above the lowest of the compared OMol25 structures with the same formula, charge and spin is 147.5 kJ/mol.

Each line ends with the Löwdin charge.
Element x y z (Å)
C: -0.054 -0.628 -0.156  -0.983
O: -1.279 0.603 1.818  -0.390
O: 1.256 0.925 1.583  -0.380
Si: -0.078 0.635 -1.531  -0.955
S: 0.062 0.171 1.545  0.165
Cl: -1.489 -1.615 0.064  0.583
Cl: 1.795 1.256 -1.453  0.441
Cl: -1.438 1.950 -1.242  0.503
Cl: -0.502 -0.305 -3.270  0.355
Cl: 0.449 -1.438 2.653  0.420
H: 1.277 -1.553 -0.011  0.240